[1]
# C36H97N7O14PSn3

C36H97N7O14PSn3 as an isolated structure at a distorted geometry (ωB97M-V with the def2-TZVPD basis set, the Open Molecules 2025 dataset).

Structure (XYZ):
```
158
Properties=species:S:1:pos:R:3:lowdin_charge:R:1
Sn -0.85333 -2.31315 3.31440 1.454
Sn 3.10392 -0.37525 2.21650 1.551
Sn 1.81873 -4.42149 0.40773 1.611
P 0.24494 -1.17188 0.33925 -0.049
O 1.70184 -1.50257 0.01185 -0.557
O 0.24365 -0.36183 1.69421 -0.591
O -0.44361 -2.55153 0.66075 -0.600
O -0.45422 -0.36511 -0.74781 -0.323
C -2.22262 -1.21320 -4.37242 -0.037
C -2.93232 -0.71181 -3.12806 -0.455
C -4.46488 -0.90667 -3.19904 -0.040
O -2.51416 -1.51453 -2.01755 -0.094
H -2.54636 -0.84986 -5.34776 0.092
H -2.23796 -2.30235 -4.40711 0.071
H -1.18502 -0.88605 -4.25464 0.056
H -2.75061 0.33835 -2.89080 0.114
H -4.95090 -0.28848 -3.95646 0.086
H -4.97978 -0.86611 -2.23988 0.052
H -4.74043 -1.89991 -3.57106 0.082
H -1.71872 -1.10410 -1.62366 0.013
C -1.44293 -6.32569 -2.82908 -0.019
C -1.77716 -4.92401 -2.30468 -0.463
C -3.05608 -4.84549 -1.50504 -0.047
O -0.79352 -4.61279 -1.30854 -0.165
H -0.40352 -6.20230 -3.13424 0.067
H -2.12497 -6.47102 -3.66683 0.097
H -1.60368 -7.12967 -2.11372 0.090
H -1.74972 -4.24628 -3.16279 0.128
H -3.90095 -5.07003 -2.17117 0.099
H -3.28841 -3.87047 -1.08351 0.058
H -3.12365 -5.70366 -0.83461 0.090
H -0.90655 -3.67274 -1.09360 0.036
C 8.97804 3.59983 3.52010 -0.062
O 7.93220 2.77906 3.01297 -0.209
C 6.71313 2.77707 3.69954 -0.209
C 5.70785 2.05906 2.76962 -0.207
N 5.94524 0.59961 2.59006 -0.114
C 7.04360 0.28528 1.66668 -0.163
C 6.63521 0.50392 0.19626 -0.180
O 5.26789 0.22789 0.07734 -0.289
C 4.55885 0.59525 -1.06351 -0.117
H 9.06601 4.47662 2.88055 0.097
H 9.87370 2.97830 3.51312 0.095
H 8.88654 3.90316 4.56586 0.096
H 6.28705 3.72670 4.03962 0.125
H 6.93545 2.20055 4.60946 0.133
H 5.79314 2.50752 1.77981 0.116
H 4.71301 2.22909 3.18722 0.077
H 6.32798 0.28275 3.47898 0.114
H 7.13077 -0.80580 1.70614 0.122
H 8.04639 0.63781 1.90180 0.132
H 7.15908 -0.23577 -0.41543 0.138
H 6.77354 1.49553 -0.24443 0.138
H 5.16471 0.59898 -1.97463 0.112
H 4.12681 1.60216 -1.04677 0.077
H 3.70872 -0.07177 -1.19515 0.049
C 0.97529 3.37215 2.10920 -0.049
C 1.88704 3.29226 0.91875 -0.384
C 3.28615 3.79634 1.24248 -0.237
O 3.17108 5.17154 1.51018 -0.168
C 4.24738 5.61582 2.39431 -0.032
N 1.89303 1.88270 0.42239 0.091
H 0.00099 2.89484 1.99803 0.048
H 0.62052 4.38840 2.29263 0.106
H 1.42239 2.93755 3.00865 0.083
H 1.56334 3.98079 0.13247 0.161
H 3.88421 3.69128 0.33055 0.137
H 3.63301 3.21920 2.10844 0.078
H 5.14818 5.03200 2.20303 0.073
H 3.89067 5.52797 3.41866 0.096
H 4.41953 6.63612 2.06182 0.101
H 0.99019 1.48530 0.68329 0.023
H 1.69606 1.96712 -0.57683 0.065
C -4.60603 -3.10645 1.65931 -0.040
C -4.34712 -1.67097 1.24233 -0.391
C -5.35654 -0.63534 1.80252 -0.163
O -6.68266 -1.03452 1.54482 -0.163
C -7.09521 -1.08597 0.19326 -0.087
N -2.97213 -1.21738 1.39138 0.086
H -5.58478 -3.52990 1.42738 0.095
H -4.45296 -3.36750 2.71338 0.069
H -3.99851 -3.87087 1.16352 0.061
H -4.50989 -1.69847 0.15810 0.116
H -5.17063 0.35916 1.38875 0.112
H -5.24343 -0.55760 2.88402 0.104
H -6.45392 -1.76429 -0.37650 0.071
H -7.17085 -0.12688 -0.32492 0.091
H -8.08338 -1.53715 0.11329 0.100
H -2.76605 -0.23132 1.13730 0.041
H -2.33802 -1.63089 0.71020 0.016
C -4.53447 -0.64009 6.79964 -0.053
C -3.76462 -0.69862 5.48279 -0.386
C -2.73740 0.48533 5.43581 -0.162
O -1.69437 0.33144 4.49672 -0.307
C -0.63737 1.29055 4.59995 -0.085
N -3.11459 -2.01937 5.38768 0.005
H -5.15547 -1.52543 6.95248 0.089
H -5.13255 0.26342 6.91769 0.097
H -3.93161 -0.69222 7.71238 0.090
H -4.48063 -0.66124 4.66303 0.111
H -2.28089 0.47096 6.43403 0.130
H -3.13822 1.48564 5.26069 0.145
H 0.23111 0.82995 5.07419 0.091
H -0.88450 2.27615 4.99360 0.112
H -0.34650 1.50171 3.57243 0.037
H -3.79474 -2.71600 5.67307 0.092
H -2.37839 -2.05602 6.08963 0.071
C -2.39890 3.86249 -0.25440 -0.027
C -3.27068 2.67202 0.19234 -0.401
C -4.34294 2.32101 -0.82071 -0.200
O -5.18214 3.45775 -0.82672 -0.181
C -5.99293 3.62795 -1.98424 -0.073
N -2.51983 1.54249 0.71236 0.047
H -3.01744 4.75212 -0.37413 0.090
H -1.86194 3.53696 -1.14612 0.054
H -1.74902 4.22386 0.54532 0.066
H -3.79201 3.02991 1.08557 0.144
H -4.88073 1.41094 -0.53550 0.107
H -3.90213 2.09683 -1.79924 0.114
H -6.87282 2.98609 -1.83622 0.085
H -5.50599 3.24119 -2.87999 0.086
H -6.48739 4.59148 -2.07881 0.095
H -1.88801 1.82511 1.45529 0.063
H -1.81099 1.11367 0.11339 0.052
C 2.41445 1.47093 -4.50750 -0.054
C 1.49019 1.57013 -3.29495 -0.406
C 0.09625 1.92398 -3.77797 -0.179
O 0.07092 3.29764 -4.21818 -0.180
C -1.21106 3.88850 -4.13067 -0.091
N 1.45487 0.31231 -2.53522 0.044
H 3.32213 0.86479 -4.45187 0.069
H 2.69750 2.44466 -4.90557 0.088
H 1.86143 0.93631 -5.28727 0.081
H 1.99390 2.30452 -2.65386 0.123
H -0.59951 1.86106 -2.93340 0.107
H -0.24899 1.27950 -4.58770 0.126
H -1.71851 3.84467 -3.16349 0.057
H -1.81845 3.37046 -4.88088 0.096
H -1.04374 4.92634 -4.41256 0.100
H 1.99466 0.36238 -1.68177 -0.006
H 0.54093 0.11242 -2.09782 0.026
C 1.90846 -2.57107 -4.32324 -0.039
C 1.74986 -3.47611 -3.09273 -0.353
C 2.47637 -4.84381 -3.34661 -0.185
O 2.51610 -5.53466 -2.12140 -0.370
C 3.47257 -6.60844 -2.06718 -0.056
N 2.55754 -2.87882 -2.00782 0.052
H 1.72607 -1.52331 -4.09206 0.046
H 1.24681 -2.91681 -5.12254 0.093
H 2.86915 -2.63369 -4.84201 0.093
H 0.76094 -3.83134 -2.80590 0.112
H 3.51925 -4.63629 -3.59351 0.132
H 1.89144 -5.36263 -4.10694 0.144
H 3.31915 -7.38006 -2.81995 0.110
H 3.59487 -6.93862 -1.03867 0.083
H 4.41457 -6.13370 -2.36349 0.096
H 3.23567 -2.28616 -2.47825 0.098
H 2.07651 -2.22925 -1.39302 -0.040
```

Output
LUMO level (eV): -10.270
Kohn-Sham gap (eV): 4.174
2S+1: 1
Charge: +3

=====

[2]
# C31H55BBr2IN3O11P2S2

A 5-piece molecular cluster, C31H55BBr2IN3O11P2S2 overall at a distorted geometry (ωB97M-V with the def2-TZVPD basis set, the Open Molecules 2025 dataset).

Structure (XYZ):
```
108
Properties=species:S:1:pos:R:3:lowdin_charge:R:1
C 7.91223 -0.97956 1.90405 -0.111
C 6.48484 -1.32790 1.11192 -0.272
O 6.12476 -2.75317 1.15868 -0.208
C 5.55127 -3.22967 -0.10870 -0.185
C 4.20936 -4.20239 0.09294 -0.165
O 2.95424 -3.43545 0.22940 -0.213
C 2.39268 -3.31518 -1.13315 -0.218
C 1.20618 -2.15875 -1.19986 -0.070
C 1.72610 -0.61391 -0.82299 -0.435
S 3.51075 -0.20471 -0.36288 0.684
C 0.63199 0.60488 -0.85594 -0.362
C -0.93316 0.36399 -1.27940 -0.146
C -1.39555 -1.20542 -1.63037 -0.455
Br -3.32915 -1.45658 -2.07310 0.673
C -0.38211 -2.49071 -1.60499 -0.298
P -0.79976 -4.31420 -1.93840 0.835
N -1.05708 -5.02440 -0.28260 -0.205
O -2.29151 -4.55831 -2.78899 -0.418
N -1.94312 1.47935 -1.35938 -0.131
C -1.99284 2.15570 -2.70752 -0.208
N -0.70316 2.79677 -3.16376 -0.146
C -0.89412 4.25974 -3.50101 -0.152
C -1.87100 2.44854 -0.20270 -0.070
C -0.44986 3.03362 0.45715 -0.274
C -0.42043 4.12684 1.72011 -0.178
C 0.99042 4.70036 2.31479 -0.699
I 1.30818 4.45313 4.46427 0.823
C 1.40388 6.21362 1.73051 -0.266
C 0.27734 6.79837 0.66156 -0.138
C -1.90171 4.60207 2.26779 -0.225
P -2.16635 5.89897 3.69773 0.889
C -2.22478 4.79212 5.30489 -0.354
O -0.87677 7.05740 3.77730 -0.428
C -3.34996 4.03664 1.64131 -0.108
C -4.80228 4.58751 2.26219 -0.143
C -5.13823 6.14074 1.74084 -0.599
O -5.78931 7.04838 2.51006 -0.131
Br -4.59000 6.81948 -0.09271 0.613
C -3.34485 2.97273 0.38964 0.087
B -4.72513 2.37707 -0.35567 -0.457
O -5.61327 3.41617 -0.94116 0.005
O -4.97960 0.92347 -0.35173 -0.079
C -6.34342 0.59174 -0.79533 -0.239
C -7.31914 0.70549 0.52443 -0.090
S 1.11558 2.36929 -0.39472 0.812
H 7.90095 0.14171 2.30222 0.084
H 8.15624 -1.73319 2.76554 0.079
H 8.82111 -1.02573 1.14291 0.075
H 5.64797 -0.74970 1.73481 0.113
H 6.60088 -0.87730 0.03845 0.113
H 6.37092 -3.95272 -0.58906 0.136
H 5.35271 -2.39827 -0.90874 0.091
H 4.20818 -4.93489 -0.84980 0.114
H 4.44882 -4.89039 1.02547 0.145
H 3.25013 -2.91643 -1.85993 0.132
H 2.05906 -4.36538 -1.52327 0.106
H 4.11559 0.47994 -1.44654 -0.090
H -0.62579 -5.99215 -0.38398 0.034
H -0.35211 -4.51943 0.33067 0.039
H -3.03029 -4.63719 -2.08772 0.043
H -2.82553 2.98766 -2.72076 0.142
H -2.28122 1.35851 -3.54733 0.145
H -0.21975 2.26178 -3.91737 0.111
H -1.62948 4.29372 -4.43112 0.089
H -1.43856 4.82957 -2.60638 0.097
H 0.09211 4.84702 -3.73897 0.089
H 1.84020 4.00848 1.83376 0.062
H 2.42132 6.15676 1.10875 0.117
H 1.61474 6.93653 2.63030 0.085
H -0.79605 6.89390 1.12062 0.056
H 0.26485 6.19139 -0.36626 0.088
H 0.61417 7.90499 0.37872 0.088
H -1.32544 5.07373 6.03594 0.014
H -2.02594 3.65872 5.00526 0.049
H -3.27625 4.88024 5.85801 0.054
H -0.74911 7.33256 4.75199 0.082
H -5.70147 3.87419 2.03868 0.119
H -4.76457 4.68400 3.45191 0.116
H -6.41762 3.57276 -0.34043 0.115
H -6.32804 -0.55011 -1.10575 0.120
H -6.71779 1.18325 -1.73365 0.137
H -8.23944 -0.00267 0.32642 0.086
H -7.71030 1.79696 0.67971 0.074
H -6.75079 0.28428 1.48476 0.110
C 4.36349 2.03960 6.76003 -0.173
O 5.13493 3.22133 6.64712 -0.139
H 4.76321 1.43094 7.57445 0.080
H 3.32516 2.30066 6.97887 0.065
H 4.41961 1.47613 5.82548 0.076
H 4.75696 3.74075 5.91714 0.065
C 4.20146 -7.85198 -2.04687 -0.150
O 3.84118 -7.11613 -0.89228 -0.156
H 3.98467 -7.25101 -2.93308 0.068
H 5.26977 -8.07988 -2.01623 0.080
H 3.62151 -8.77728 -2.08594 0.078
H 4.04479 -7.67431 -0.12253 0.090
C 2.23407 -8.68423 -5.71046 -0.166
O 3.18416 -7.66508 -5.45942 -0.141
H 2.67921 -9.65218 -5.46872 0.080
H 1.35277 -8.52436 -5.08440 0.076
H 1.95210 -8.66869 -6.76605 0.075
H 2.76106 -6.81856 -5.68287 0.086
C -5.33310 -5.86587 -3.21632 -0.172
O -5.51192 -5.87500 -1.81194 -0.135
H -4.85683 -4.92680 -3.50764 0.068
H -4.69349 -6.70232 -3.50861 0.081
H -6.30516 -5.94705 -3.70880 0.077
H -5.93612 -6.71958 -1.58331 0.084
```

Output
LUMO level (eV): -0.623
Kohn-Sham gap (eV): 7.071
2S+1: 1